The following is a quantum chemistry calculation of one molecule with the formula C3H9NO in a non-equilibrium geometry, from the OMol25 dataset.

Structure (XYZ):
```
14
Properties=species:S:1:pos:R:3:forces:R:3:nbo_charge:R:1
O -0.5447 1.5004 -0.6141 -0.6 -0.1 0.3 -0.721
N -1.6226 -1.3549 -0.1545 -0.5 0.3 0.1 -0.877
C 0.1952 0.3317 -0.3253 -0.2 -0.9 -0.1 0.091
C 1.5425 0.6351 0.3041 -0.3 -0.2 0.1 -0.634
C -0.6750 -0.5533 0.5971 -0.9 1.1 -1.8 -0.222
H -0.0197 -1.1950 1.1044 0.8 -0.8 1.2 0.188
H 0.3094 -0.2700 -1.2358 0.3 0.2 -0.2 0.148
H -1.8453 -1.0382 -1.0781 0.0 0.0 -0.1 0.369
H 1.3998 0.6759 1.3831 0.3 0.3 0.1 0.210
H 2.2349 -0.1718 0.0811 0.2 -0.1 0.1 0.212
H -1.2171 0.1618 1.2247 0.3 -0.2 0.5 0.190
H -1.6896 -2.3453 -0.0310 0.3 0.0 0.1 0.373
H -0.0304 2.0541 -1.1921 0.3 0.3 -0.3 0.465
H 1.9626 1.5695 -0.0636 0.0 0.0 0.0 0.208
```
Positions in Å, forces in eV/Å.

Results
Energy   -249.67477 Ha
Multiplicity   1
HOMO   -8.6 eV
SMILES   C[C@H](O)CN
HOMO-LUMO gap   9.6 eV
LUMO level   1.00 eV